Formula: C14H54O20
Source: the OMol25 dataset
Level of theory: ωB97M-V/def2-TZVPD

Summary:
LUMO energy: 0.21 eV
electronic energy: -2070.49147 Ha
HOMO energy: -9.7 eV
Kohn-Sham gap: 9.89 eV
ΔE to the lowest compared entry with this formula, charge and spin: 1.7 kcal/mol

Last column: Mulliken charge in e.
Positions of all 88 atoms, in Å:
O1 -1.176 3.915 1.519  -0.71
H1 -1.079 4.850 1.687  0.26
H2 -1.784 3.771 0.712  0.51
O2 -2.639 -0.854 1.161  -0.51
H3 -2.394 -1.568 1.740  0.35
H4 -3.180 -0.398 1.843  0.30
O3 -2.585 3.239 -0.419  -0.68
H5 -2.188 2.769 -1.184  0.42
H6 -3.179 2.508 -0.090  0.31
O4 -3.981 0.875 -0.627  -0.56
H7 -4.446 0.723 -1.451  0.26
H8 -3.598 0.019 -0.390  0.31
O5 6.327 3.233 3.443  -0.64
H9 5.413 2.963 3.350  0.32
H10 6.256 4.238 3.472  0.33
O6 0.761 -2.166 -2.090  -0.74
H11 1.264 -1.376 -2.329  0.27
H12 -0.158 -1.877 -2.016  0.30
C1 -4.159 1.512 3.549  -0.52
C2 -2.873 1.201 4.251  0.04
O7 -3.052 0.003 5.028  -0.55
O8 -4.579 0.259 2.944  -0.64
H13 -4.035 2.320 2.822  0.35
H14 -4.862 1.858 4.384  0.33
H15 -2.642 2.155 4.708  0.36
H16 -2.093 1.061 3.563  0.00
H17 -3.901 -0.339 4.715  0.32
H18 -5.314 0.379 2.342  0.25
C3 0.475 -1.316 4.999  -0.50
C4 1.361 -1.280 3.721  -0.24
O9 1.583 -2.568 3.165  -0.54
O10 -0.903 -1.623 4.612  -0.66
H19 0.550 -0.378 5.602  0.39
H20 0.785 -2.127 5.682  0.28
H21 2.289 -0.848 3.984  0.47
H22 0.874 -0.590 3.015  -0.01
H23 1.232 -2.639 2.295  0.47
H24 -1.479 -1.171 5.279  0.32
C5 0.421 -1.536 -5.500  -0.17
C6 -0.677 -0.433 -5.303  -0.33
O11 -1.254 -0.537 -4.007  -0.46
O12 0.058 -2.698 -4.892  -0.62
H25 1.413 -1.084 -5.308  0.03
H26 0.501 -1.735 -6.579  0.41
H27 -1.329 -0.301 -6.060  0.57
H28 -0.072 0.479 -5.466  0.09
H29 -1.468 0.353 -3.779  0.23
H30 0.024 -2.578 -3.910  0.36
C7 4.074 -0.916 -2.709  -0.31
C8 3.888 -2.428 -2.667  -0.46
O13 3.244 -3.069 -3.721  -0.63
O14 2.840 -0.354 -3.025  -0.32
H31 4.878 -0.647 -3.364  0.42
H32 4.547 -0.592 -1.735  0.32
H33 3.457 -2.863 -1.741  0.08
H34 4.917 -2.780 -2.631  0.42
H35 2.401 -2.639 -3.934  0.30
H36 2.916 0.600 -2.919  0.04
C9 -0.686 -4.217 2.291  -0.90
C10 -0.271 -4.156 0.857  -0.31
O15 0.501 -2.933 0.775  -0.19
O16 -1.368 -3.071 2.545  -0.57
H37 0.132 -4.307 3.011  0.41
H38 -1.378 -5.033 2.510  0.33
H39 -1.127 -4.093 0.138  0.31
H40 0.268 -5.052 0.512  0.39
H41 0.869 -2.816 -0.115  0.04
H42 -1.079 -2.589 3.320  0.48
C11 1.447 1.659 0.919  -0.29
C12 1.220 0.490 -0.009  0.40
O17 -0.128 0.487 -0.566  0.55
O18 1.428 2.937 0.326  -0.66
H43 2.421 1.506 1.513  0.24
H44 0.715 1.660 1.749  0.20
H45 1.375 -0.480 0.465  -0.16
H46 1.968 0.406 -0.838  -0.12
H47 -0.701 0.264 0.197  -0.06
H48 0.570 3.346 0.594  0.33
C13 0.900 3.280 -3.471  -0.50
C14 -0.585 3.527 -3.078  -0.47
O19 -1.192 2.314 -2.716  -0.74
O20 1.448 2.289 -2.571  -0.40
H49 1.548 4.197 -3.539  0.35
H50 0.925 2.847 -4.513  0.23
H51 -1.186 3.958 -3.901  0.36
H52 -0.599 4.248 -2.277  0.21
H53 -0.558 1.747 -2.264  0.35
H54 1.453 2.615 -1.609  0.28

=====

Formula: C26H65N4O7
Source: the OMol25 dataset
Level of theory: ωB97M-V/def2-TZVPD

Summary:
net charge: -1
LUMO energy: 2.15 eV
electronic energy: -1775.11695 Ha
HOMO energy: -2.1 eV
Kohn-Sham gap: 4.22 eV

Last column: Mulliken charge in e.
Positions of all 102 atoms, in Å:
C1 -6.333 1.855 3.258  -1.22
C2 -5.739 0.451 3.143  -0.87
C3 -5.023 0.159 1.792  1.36
C4 -6.088 -0.163 0.732  -1.73
C5 -4.040 1.285 1.397  0.87
C6 -2.668 0.984 2.020  0.11
C7 -1.879 2.184 2.557  -0.98
C8 -1.703 3.324 1.553  0.23
C9 -0.703 4.389 1.993  -0.77
O1 -1.270 5.442 2.780  -0.56
C10 -3.917 1.475 -0.074  -2.07
O2 -3.389 0.310 -0.853  -0.10
O3 -2.104 0.666 -1.458  -0.49
H1 -7.061 1.883 4.075  0.43
H2 -5.563 2.605 3.419  0.21
H3 -6.862 2.112 2.338  0.26
H4 -5.032 0.270 3.957  0.30
H5 -6.572 -0.259 3.238  0.55
H6 -4.463 -0.781 1.958  -0.38
H7 -6.859 -0.823 1.149  0.47
H8 -5.643 -0.692 -0.113  0.21
H9 -6.591 0.733 0.366  0.32
H10 -2.816 0.307 2.874  0.49
H11 -1.997 0.443 1.325  -0.72
H12 -0.868 1.853 2.848  0.36
H13 -2.349 2.582 3.462  0.26
H14 -1.357 2.907 0.603  0.07
H15 -2.680 3.789 1.392  0.19
H16 0.056 3.942 2.637  0.33
H17 -0.192 4.811 1.121  0.34
H18 -1.840 5.949 2.204  0.33
H19 -3.244 2.297 -0.325  0.45
H20 -4.883 1.711 -0.529  0.44
H21 -1.571 -0.094 -1.204  0.22
C11 3.889 0.694 -0.069  -1.56
C12 2.460 0.559 -0.592  0.55
C13 1.698 -0.630 0.006  -0.23
O4 2.057 -1.888 -0.542  -0.10
C14 3.207 -2.484 0.014  -0.94
N1 2.491 0.544 -2.055  -0.77
H22 4.558 -0.040 -0.520  0.15
H23 4.289 1.678 -0.309  0.31
H24 3.929 0.573 1.016  0.34
H25 1.911 1.452 -0.287  0.39
H26 0.636 -0.513 -0.215  -0.24
H27 1.796 -0.651 1.099  0.52
H28 3.283 -2.279 1.087  0.38
H29 4.124 -2.150 -0.477  0.26
H30 3.118 -3.562 -0.130  0.24
H31 1.549 0.593 -2.433  0.27
H32 2.840 -0.362 -2.355  0.36
C15 0.126 -2.909 -3.528  -1.45
C16 -1.187 -2.133 -3.570  2.04
C17 -2.219 -2.711 -4.541  -1.02
O5 -1.970 -2.446 -5.913  -0.42
C18 -1.064 -3.321 -6.543  -0.66
N2 -0.927 -0.711 -3.780  -0.49
H33 0.741 -2.708 -4.408  0.38
H34 0.703 -2.609 -2.652  0.03
H35 -0.052 -3.986 -3.470  0.33
H36 -1.621 -2.200 -2.570  -0.74
H37 -3.185 -2.248 -4.328  0.34
H38 -2.331 -3.793 -4.387  0.48
H39 -1.160 -4.340 -6.153  0.29
H40 -0.026 -2.995 -6.426  0.23
H41 -1.302 -3.329 -7.607  0.27
H42 -1.796 -0.204 -3.644  0.22
H43 -0.645 -0.528 -4.738  0.29
C19 -1.982 -4.870 2.234  -1.47
C20 -1.195 -5.158 0.960  0.12
C21 -0.855 -3.909 0.139  -0.19
O6 -1.946 -3.399 -0.602  -0.31
C22 -2.856 -2.564 0.110  -0.81
N3 -1.910 -6.169 0.174  -0.79
H44 -3.025 -4.645 2.016  0.31
H45 -1.967 -5.742 2.888  0.37
H46 -1.558 -4.024 2.778  0.34
H47 -0.236 -5.597 1.258  0.50
H48 -0.091 -4.176 -0.597  0.25
H49 -0.420 -3.129 0.778  0.11
H50 -2.338 -1.966 0.865  0.38
H51 -3.649 -3.143 0.589  0.27
H52 -3.310 -1.883 -0.608  0.26
H53 -1.335 -6.447 -0.616  0.29
H54 -2.717 -5.716 -0.244  0.35
C23 8.400 5.112 1.338  -1.42
C24 6.965 4.955 0.846  0.36
C25 6.238 3.736 1.425  -0.72
O7 6.617 2.498 0.855  -0.24
C26 7.772 1.901 1.401  -0.80
N4 6.956 4.973 -0.618  -0.74
H55 9.069 4.400 0.854  0.28
H56 8.767 6.111 1.105  0.36
H57 8.467 4.967 2.418  0.34
H58 6.402 5.831 1.184  0.39
H59 5.175 3.841 1.206  0.33
H60 6.345 3.695 2.517  0.43
H61 7.854 2.098 2.475  0.36
H62 8.687 2.241 0.906  0.24
H63 7.684 0.825 1.248  0.25
H64 5.998 4.997 -0.952  0.28
H65 7.321 4.083 -0.945  0.32

=====

Formula: C16H29I2N6RuSSeSi
Source: the OMol25 dataset
Level of theory: ωB97M-V/def2-TZVPD

Summary:
net charge: +2
LUMO energy (alpha / beta): -5.77 / -7.60 eV
electronic energy: -4734.58401 Ha
HOMO energy (alpha / beta): -13.1 / -13.8 eV
Kohn-Sham gap (alpha / beta): 7.28 / 6.20 eV
expectation value of S²: 8.779
ΔE to the lowest compared entry with this formula, charge and spin: 0.0 kcal/mol
multiplicity: 6

Last column: Mulliken spin population.
Positions of all 57 atoms, in Å:
Ru1 -0.368 0.157 -0.198  2.41
N1 2.128 0.669 5.537  0.01
C1 1.577 0.540 4.324  0.01
C2 0.903 1.610 3.699  0.00
C3 0.366 1.436 2.456  0.01
N2 0.427 0.273 1.770  -0.01
C4 1.065 -0.755 2.370  0.02
C5 1.647 -0.670 3.603  0.00
H1 2.060 1.529 6.052  0.00
H2 2.591 -0.104 5.984  0.00
H3 0.815 2.570 4.189  0.00
H4 -0.139 2.253 1.961  0.00
H5 1.112 -1.681 1.813  0.00
H6 2.151 -1.533 4.016  0.00
N3 -2.658 0.274 -2.398  0.08
C6 -1.731 0.210 -1.709  -0.09
C7 4.243 -1.891 0.193  0.03
Si1 3.927 -0.190 -0.488  0.01
C8 5.076 0.291 -1.857  0.01
C9 3.779 1.113 0.821  0.01
Se1 1.841 -0.473 -1.612  1.05
H7 5.233 -1.895 0.660  0.00
H8 4.247 -2.647 -0.593  0.01
H9 3.517 -2.180 0.953  0.00
H10 6.085 0.417 -1.454  0.00
H11 4.778 1.236 -2.312  0.00
H12 5.117 -0.470 -2.637  0.00
H13 4.747 1.178 1.328  0.00
H14 3.022 0.884 1.571  0.00
H15 3.563 2.090 0.390  -0.01
I1 0.690 2.526 -0.967  0.41
I2 -1.000 3.796 -3.519  0.80
S1 -1.120 -1.953 0.372  0.14
C10 -1.617 -2.875 -1.021  -0.02
N4 -1.072 -2.676 -2.235  0.04
C11 -1.389 -3.394 -3.333  0.01
C12 -2.299 -4.409 -3.241  0.01
C13 -2.877 -4.669 -1.996  0.00
C14 -2.539 -3.911 -0.894  0.02
H16 -0.394 -1.924 -2.328  -0.02
H17 -0.883 -3.114 -4.245  0.00
H18 -2.552 -4.988 -4.116  0.00
H19 -3.598 -5.469 -1.894  0.00
H20 -2.979 -4.098 0.075  0.00
N5 -4.168 2.648 -2.188  0.00
C15 -4.299 2.986 -0.731  0.01
C16 -2.960 2.816 -0.003  -0.02
N6 -2.730 1.523 0.654  0.05
H21 -5.041 2.794 -2.693  0.00
H22 -3.844 1.666 -2.333  0.01
H23 -3.432 3.220 -2.632  -0.01
H24 -5.071 2.341 -0.314  0.00
H25 -4.648 4.015 -0.678  0.00
H26 -2.870 3.599 0.747  0.00
H27 -2.156 2.997 -0.721  0.02
H28 -3.226 0.773 0.187  0.00
H29 -3.050 1.538 1.615  0.00